# 1
The following is a quantum chemistry calculation of C18H37BBeBr3Cl2F7MgN6O9P3S as an isolated structure at a distorted geometry, from the Open Molecules 2025 dataset.

```
! RIJCOSX wB97M-V def2-TZVPD def2/J DEFGRID3
* xyz -1 1
N 2.148 -5.725 -0.263
P 0.726 -5.183 -0.645
C 0.559 -3.332 -0.466
P 0.057 -3.122 1.364
O -0.244 -1.417 1.478
Br -2.027 -3.853 1.531
C -0.674 -2.636 -1.227
S -1.407 -3.453 -2.682
N -0.131 -1.383 -1.788
C 1.068 -1.113 -1.055
O 1.440 -0.015 -0.742
C 1.780 -2.458 -0.729
C 2.829 -2.317 0.342
B 4.264 -2.875 -0.087
O 5.344 -2.008 -0.052
O 4.494 -4.162 -0.480
O 2.551 -2.682 -1.963
N 1.846 -3.345 -2.964
O 2.532 -4.102 -3.542
H 2.567 -6.157 -1.076
H 0.407 -5.455 -1.982
H -0.274 -5.757 0.144
H -0.928 -1.304 2.164
H -1.457 -2.275 -0.584
H -1.710 -4.690 -2.272
H 0.133 -1.458 -2.765
H 2.968 -1.266 0.557
H 2.549 -2.788 1.280
H 5.674 -2.009 0.851
H 4.294 -4.782 0.228
F -4.864 -0.634 0.596
P -5.027 -1.954 -0.414
F -4.707 -2.466 -1.948
F -6.403 -2.257 0.466
F -6.010 -0.944 -1.296
F -4.793 -3.538 0.017
F -3.369 -1.856 -0.273
Be 4.515 -5.184 -3.655
C -5.441 1.591 1.901
N -4.764 1.083 3.119
O -5.266 1.350 4.191
O -3.743 0.458 2.946
H -6.324 2.149 2.197
H -4.730 2.237 1.378
H -5.704 0.733 1.279
C 2.315 3.176 -1.287
C 2.429 4.011 0.012
C 3.861 4.574 0.134
C 4.236 5.665 -0.860
C 3.047 6.507 -1.341
C 1.859 6.520 -0.382
N 1.441 5.109 -0.106
O 0.456 5.001 0.569
C 0.713 7.240 -1.102
C 2.210 7.277 0.895
C 2.164 3.083 1.179
H 1.315 2.752 -1.392
H 3.025 2.355 -1.260
H 2.523 3.774 -2.177
H 4.004 4.964 1.146
H 4.565 3.750 0.042
H 4.997 6.338 -0.367
H 4.725 5.219 -1.730
H 3.368 7.531 -1.527
H 2.714 6.127 -2.315
H 0.389 6.685 -1.983
H 1.051 8.219 -1.429
H -0.151 7.382 -0.452
H 2.495 8.289 0.624
H 3.047 6.836 1.438
H 1.354 7.334 1.571
H 2.897 2.282 1.180
H 1.179 2.618 1.113
H 2.240 3.604 2.135
Mg -3.780 3.514 1.671
Br 6.161 7.014 1.245
C -8.729 -4.243 -1.600
C -7.420 -4.817 -1.859
N -6.383 -5.256 -2.056
H -8.727 -3.191 -1.876
H -9.485 -4.767 -2.181
H -8.964 -4.330 -0.542
Br 0.018 0.586 1.901
F 2.059 -0.080 2.920
C 0.107 -7.370 3.409
Cl -1.617 -7.562 3.755
Cl 0.490 -5.729 2.869
H 0.670 -7.576 4.312
H 0.386 -8.065 2.626
*
```

Results
- LUMO energy: -1.7 eV
- Orbital gap: 0.1282 Eh
- HOMO: -5.23 eV

Löwdin analysis output, partial charges in e: number 1, N, carries -0.27; number 2, P, carries 0.71; number 3, C, carries -0.58; number 4, P, carries 0.63; number 5, O, carries -0.70; number 6, Br, carries 0.51; number 7, C, carries -0.68; number 8, S, carries 0.80; number 9, N, carries 0.05; number 10, C, carries -0.39; number 11, O, carries 0.09; number 12, C, carries -0.38; number 13, C, carries -0.01; number 14, B, carries -0.66; number 15, O, carries 0.15; number 16, O, carries 0.08; number 17, O, carries -0.04; number 18, N, carries 0.01; number 19, O, carries -0.16; number 20, H, carries -0.04; number 21, H, carries -0.01; number 22, H, carries -0.03; number 23, H, carries -0.03; number 24, H, carries 0.01; number 25, H, carries -0.13; number 26, H, carries 0.10; number 27, H, carries 0.11; number 28, H, carries 0.09; number 29, H, carries 0.11; number 30, H, carries 0.09; number 31, F, carries -0.24; number 32, P, carries 0.42; number 33, F, carries -0.21; number 34, F, carries -0.21; number 35, F, carries -0.21; number 36, F, carries -0.25; number 37, F, carries -0.27; number 38, Be, carries 0.28; number 39, C, carries -0.08; number 40, N, carries -0.47; number 41, O, carries 0.05; number 42, O, carries 0.03; number 43, H, carries 0.10; number 44, H, carries -0.20; number 45, H, carries 0.09; number 46, C, carries 0.01; number 47, C, carries -0.44; number 48, C, carries -0.15; number 49, C, carries -0.26; number 50, C, carries -0.14; number 51, C, carries -0.46; number 52, N, carries 0.03; number 53, O, carries 0.19; number 54, C, carries -0.02; number 55, C, carries 0.01; number 56, C, carries -0.05; number 57, H, carries 0.09; number 58, H, carries 0.10; number 59, H, carries 0.09; number 60, H, carries 0.08; number 61, H, carries 0.14; number 62, H, carries -0.13; number 63, H, carries 0.11; number 64, H, carries 0.13; number 65, H, carries 0.11; number 66, H, carries 0.09; number 67, H, carries 0.10; number 68, H, carries 0.09; number 69, H, carries 0.11; number 70, H, carries 0.06; number 71, H, carries 0.10; number 72, H, carries 0.11; number 73, H, carries -0.02; number 74, H, carries 0.11; number 75, Mg, carries 0.58; number 76, Br, carries -0.38; number 77, C, carries -0.07; number 78, C, carries -0.29; number 79, N, carries 0.14; number 80, H, carries 0.08; number 81, H, carries 0.07; number 82, H, carries 0.08; number 83, Br, carries 0.91; number 84, F, carries -0.56; number 85, C, carries -0.99; number 86, Cl, carries 0.50; number 87, Cl, carries 0.47; number 88, H, carries 0.02; number 89, H, carries 0.03


# 2
The following is a quantum chemistry calculation of a 3-piece molecular cluster, C15H39BNO9P2 overall, from the Open Molecules 2025 dataset.

```
! RIJCOSX wB97M-V def2-TZVPD def2/J DEFGRID3
* xyz -1 1
C 4.705 0.775 2.726
C 5.085 1.900 1.747
P 5.575 1.607 -0.013
C 7.115 0.583 0.078
C 7.216 -0.641 0.993
C 4.307 0.427 -0.688
C 3.365 1.147 -1.655
O 2.240 0.318 -1.726
B 2.076 -0.276 -0.381
C 0.940 0.473 0.521
O 1.434 1.728 1.071
O 1.198 1.764 2.489
P 1.729 -2.250 -0.526
N 1.744 -2.586 1.203
O 3.284 -2.727 -0.964
O 3.430 -0.113 0.277
H 4.437 -0.142 2.207
H 5.518 0.567 3.426
H 3.848 1.079 3.334
H 5.937 2.463 2.145
H 4.263 2.614 1.669
H 7.909 1.299 0.313
H 7.293 0.279 -0.959
H 6.708 -0.483 1.941
H 6.782 -1.525 0.521
H 8.260 -0.877 1.216
H 4.820 -0.376 -1.242
H 3.109 2.138 -1.245
H 3.816 1.289 -2.643
H 0.559 -0.130 1.350
H 0.068 0.724 -0.096
H 1.921 1.200 2.799
H 2.350 -3.373 1.406
H 2.123 -1.792 1.712
H 3.908 -2.221 -0.425
C -5.021 1.459 -2.470
O -4.239 2.627 -2.327
C -3.597 2.722 -1.064
C -2.155 2.264 -1.107
O -2.045 0.889 -1.420
C -1.648 0.634 -2.756
H -5.308 1.387 -3.518
H -4.464 0.562 -2.189
H -5.930 1.516 -1.859
H -4.147 2.133 -0.321
H -3.629 3.770 -0.753
H -1.705 2.421 -0.121
H -1.592 2.866 -1.828
H -0.594 0.892 -2.901
H -2.266 1.188 -3.470
H -1.768 -0.435 -2.925
C -3.857 -1.018 0.632
O -4.854 -1.278 1.612
C -6.150 -0.883 1.218
C -6.983 -2.050 0.725
O -6.474 -2.609 -0.472
C -5.685 -3.767 -0.272
H -2.947 -1.523 0.949
H -4.152 -1.391 -0.351
H -3.649 0.051 0.555
H -6.100 -0.115 0.437
H -6.647 -0.445 2.090
H -7.999 -1.700 0.518
H -7.038 -2.812 1.510
H -6.309 -4.620 0.019
H -4.922 -3.608 0.493
H -5.198 -3.992 -1.218
*
```

Results
- LUMO energy: 2.6 eV
- Orbital gap: 0.2345 Eh
- HOMO: -3.78 eV

Löwdin analysis output, partial charges in e: number 1, C, carries -0.16; number 2, C, carries -0.40; number 3, P, carries 1.01; number 4, C, carries -0.44; number 5, C, carries -0.15; number 6, C, carries -0.49; number 7, C, carries -0.24; number 8, O, carries -0.06; number 9, B, carries -0.92; number 10, C, carries -0.10; number 11, O, carries -0.19; number 12, O, carries -0.06; number 13, P, carries 0.85; number 14, N, carries -0.23; number 15, O, carries -0.39; number 16, O, carries -0.14; number 17, H, carries 0.05; number 18, H, carries 0.06; number 19, H, carries 0.05; number 20, H, carries 0.06; number 21, H, carries 0.06; number 22, H, carries 0.05; number 23, H, carries 0.06; number 24, H, carries 0.03; number 25, H, carries 0.07; number 26, H, carries 0.06; number 27, H, carries 0.11; number 28, H, carries 0.11; number 29, H, carries 0.12; number 30, H, carries 0.09; number 31, H, carries 0.09; number 32, H, carries 0.06; number 33, H, carries 0.00; number 34, H, carries -0.01; number 35, H, carries 0.00; number 36, C, carries -0.11; number 37, O, carries -0.19; number 38, C, carries -0.20; number 39, C, carries -0.20; number 40, O, carries -0.22; number 41, C, carries -0.09; number 42, H, carries 0.09; number 43, H, carries 0.08; number 44, H, carries 0.08; number 45, H, carries 0.11; number 46, H, carries 0.12; number 47, H, carries 0.13; number 48, H, carries 0.13; number 49, H, carries 0.09; number 50, H, carries 0.08; number 51, H, carries 0.09; number 52, C, carries -0.09; number 53, O, carries -0.18; number 54, C, carries -0.21; number 55, C, carries -0.21; number 56, O, carries -0.19; number 57, C, carries -0.11; number 58, H, carries 0.10; number 59, H, carries 0.08; number 60, H, carries 0.07; number 61, H, carries 0.12; number 62, H, carries 0.12; number 63, H, carries 0.12; number 64, H, carries 0.12; number 65, H, carries 0.09; number 66, H, carries 0.08; number 67, H, carries 0.09


# 3
The following is a quantum chemistry calculation of an isolated ion of composition C6H12N and charge +1 at a distorted geometry, from the Open Molecules 2025 dataset.

```
! RIJCOSX wB97M-V def2-TZVPD def2/J DEFGRID3
* xyz 1 1
C 0.323 2.095 -0.929
N 0.823 0.899 -1.024
C 0.787 -0.084 0.002
C 1.998 -0.883 -0.032
C -0.127 -0.003 1.230
C -1.642 -0.258 0.762
C -1.792 -1.621 -0.013
H 0.817 3.031 -1.033
H -0.730 2.169 -0.600
H 1.487 0.744 -1.909
H 2.514 -0.987 -1.069
H 2.379 -1.405 0.866
H 0.248 -0.699 1.939
H -0.077 1.021 1.623
H -2.120 -0.178 1.748
H -1.864 0.551 0.109
H -1.420 -1.659 -1.069
H -2.913 -1.841 -0.145
H -1.368 -2.515 0.585
*
```

Results
- Relative energy (zero: lowest compared OMol25 entry of this formula, charge and spin): 85.62 kcal/mol
- LUMO energy: -6.0 eV
- Orbital gap: 0.2851 Eh
- HOMO: -13.80 eV

Löwdin analysis output, partial charges in e: number 1, C, carries 0.17; number 2, N, carries 0.04; number 3, C, carries -0.28; number 4, C, carries 0.17; number 5, C, carries -0.13; number 6, C, carries -0.20; number 7, C, carries -0.11; number 8, H, carries 0.12; number 9, H, carries 0.12; number 10, H, carries 0.24; number 11, H, carries 0.11; number 12, H, carries 0.09; number 13, H, carries 0.11; number 14, H, carries 0.12; number 15, H, carries 0.12; number 16, H, carries 0.06; number 17, H, carries 0.07; number 18, H, carries 0.09; number 19, H, carries 0.10


# 4
The following is a quantum chemistry calculation of a 3-piece molecular cluster, C5H9NO overall at a distorted geometry, from the Open Molecules 2025 dataset.

```
! RIJCOSX wB97M-V def2-TZVPD def2/J DEFGRID3
* xyz 0 1
C -1.311 -0.157 1.241
C -1.156 0.042 -0.245
N -0.860 1.391 -0.716
C 0.152 0.329 -0.898
C 1.505 0.526 -0.111
C 1.516 -1.662 -0.463
O 1.190 -2.525 0.209
H -0.636 0.497 1.798
H -2.333 0.078 1.554
H -1.100 -1.196 1.512
H -1.846 -0.551 -0.848
H -1.342 1.585 -1.595
H 0.251 -0.055 -1.916
H 1.278 1.082 0.783
H 2.162 1.085 -0.771
H 2.541 -0.448 0.470
*
```

Results
- Relative energy (zero: lowest compared OMol25 entry of this formula, charge and spin): 121.18 kcal/mol
- LUMO energy: 0.6 eV
- Orbital gap: 0.3686 Eh
- HOMO: -9.45 eV

Löwdin analysis output, partial charges in e: number 1, C, carries -0.06; number 2, C, carries -0.35; number 3, N, carries 0.06; number 4, C, carries -0.36; number 5, C, carries -0.11; number 6, C, carries -0.11; number 7, O, carries 0.06; number 8, H, carries 0.07; number 9, H, carries 0.08; number 10, H, carries 0.07; number 11, H, carries 0.14; number 12, H, carries 0.10; number 13, H, carries 0.12; number 14, H, carries 0.04; number 15, H, carries 0.06; number 16, H, carries 0.19